No. 1
14
Properties=species:S:1:pos:R:3:forces:R:3 method="wB97M-V/def2-TZVPD" de_lowest_ev=4.004 e_homo_ev=-8.46 homo_lumo_gap_ev=9.507 multiplicity=1 smiles="CN1CN=NN1N"
C 1.167 1.069 -0.201 -0.754 -1.594 -1.499
C -1.162 0.694 -0.846 -0.985 -1.223 -0.499
N 1.719 0.575 0.999 0.947 -0.632 1.051
N 1.064 -0.390 1.401 0.116 -0.446 0.446
N 0.138 0.063 -0.602 0.138 0.901 -0.742
N -0.027 -0.650 0.618 0.074 0.577 1.283
N -0.487 -1.965 0.564 1.898 -1.522 -0.531
H 0.736 1.998 -0.021 -1.102 1.952 0.495
H 1.879 1.227 -0.982 0.795 -0.181 -0.387
H -1.427 1.041 -1.875 1.105 0.172 0.784
H -1.790 -0.190 -0.766 -0.743 0.196 0.200
H -1.421 1.390 -0.039 -0.030 0.147 -0.350
H -0.713 -2.267 1.532 0.192 0.542 -0.956
H 0.324 -2.596 0.217 -1.650 1.110 0.706

=====

No. 2
14
Properties=species:S:1:pos:R:3:forces:R:3 method="wB97M-V/def2-TZVPD" de_lowest_ev=4.145 e_homo_ev=-8.31 homo_lumo_gap_ev=9.116 multiplicity=1
C -0.437 -0.385 0.527 -4.378 4.347 -2.387
C 1.765 0.152 -0.606 -3.744 -2.178 1.762
H -2.684 1.306 -0.512 1.650 -3.612 -2.612
H -2.815 -0.505 -1.139 2.199 3.280 0.201
H 0.555 -0.342 2.336 1.432 0.975 -0.907
H -0.584 -1.178 2.260 -5.287 -2.789 3.098
H -0.510 0.677 -1.101 2.257 -1.703 0.329
H 2.224 -0.487 0.093 -0.139 -1.001 1.619
H 3.487 0.543 -1.145 0.177 -0.133 0.017
N -2.051 0.335 -0.907 -5.978 1.581 2.360
N -1.772 -0.015 0.488 3.897 -2.720 0.012
N 0.020 -0.857 1.663 5.461 0.168 -0.398
N 0.279 0.049 -0.567 2.243 1.378 -0.470
N 2.524 0.707 -1.388 0.208 2.409 -2.625

=====

No. 3
14
Properties=species:S:1:pos:R:3:forces:R:3 method="wB97M-V/def2-TZVPD" e_homo_ev="-15.59 / -20.01" homo_lumo_gap_ev="6.599 / 6.958" charge=+2 multiplicity=3
C 0.270 1.278 -1.289 -0.313 0.470 -1.768
C 1.466 -0.682 -0.613 5.483 -4.761 0.083
N -0.118 2.380 -0.663 -1.284 3.673 1.555
N -0.006 3.017 0.418 -0.154 -4.914 -4.766
N 0.206 3.739 1.210 0.569 3.005 3.445
N 0.647 0.186 -0.687 -1.223 1.019 1.661
N -1.338 -1.697 0.949 3.409 -6.338 0.420
H -0.083 1.202 -2.300 0.236 0.121 -0.444
H 1.314 -1.656 -0.038 0.105 1.259 -0.500
H -0.290 -2.356 1.567 -4.334 2.355 -2.130
H 2.637 -0.705 -1.042 -2.898 0.461 0.388
H -2.077 -2.460 0.616 2.086 1.953 0.400
H -0.875 -1.112 0.272 -0.256 -0.063 -0.895
H -1.753 -1.134 1.602 -1.426 1.761 2.552

=====

No. 4
15
Properties=species:S:1:pos:R:3:forces:R:3 method="wB97M-V/def2-TZVPD" de_lowest_ev=8.759 e_homo_ev=-8.57 homo_lumo_gap_ev=8.297 multiplicity=1
C -0.433 -0.559 -0.237 0.369 0.524 1.527
C 0.971 1.241 -0.170 -2.144 2.067 -0.075
H -2.269 0.659 1.024 0.248 2.155 1.641
H -2.042 0.924 -0.737 -1.113 -1.408 3.365
H -2.213 -1.506 -0.748 1.790 1.412 4.122
H 0.537 -2.141 1.011 -1.872 1.882 -4.819
H 1.869 -0.153 -0.159 3.050 -4.353 -0.283
H 0.988 2.292 -0.413 0.467 0.540 0.042
H 2.695 1.457 0.468 -0.343 -2.392 -0.105
N -2.449 0.343 0.129 -1.695 -1.389 -2.883
N -1.739 -0.949 0.258 -1.564 0.476 -6.753
N 0.436 -1.513 -0.204 3.428 -4.451 6.427
N -0.229 0.779 -0.485 1.885 -1.852 -0.728
N 1.993 0.656 0.435 -0.220 6.999 1.401
O 1.885 -1.530 -0.171 -2.285 -0.208 -2.879

=====

No. 5
15
Properties=species:S:1:pos:R:3:forces:R:3 method="wB97M-V/def2-TZVPD" de_lowest_ev=4.181 e_homo_ev=-8.95 homo_lumo_gap_ev=9.692 multiplicity=1
C -0.867 -1.022 -0.580 2.073 -1.521 -0.648
C 1.075 0.509 -0.217 -0.320 2.137 1.455
H -2.907 0.348 0.872 0.189 1.383 0.370
H -1.240 0.432 1.285 -1.529 -0.582 -1.978
H -0.662 -1.979 -1.111 -0.634 1.013 0.070
H 1.927 -1.541 -0.554 -1.916 -0.116 1.975
H -0.820 1.293 -0.173 3.014 2.297 -1.054
H 0.684 2.380 -0.091 0.007 1.283 0.232
H 2.640 -0.267 0.629 -0.586 1.461 -1.536
N -1.981 0.464 0.455 -1.415 3.182 5.588
N -2.000 -0.505 -0.391 1.578 -3.994 -2.639
N 0.334 -0.582 0.112 -0.518 -3.130 -0.350
N 0.252 1.579 -0.468 -2.099 -1.911 -0.540
N 2.325 0.532 -0.002 1.456 -0.012 0.693
O 1.238 -1.640 0.235 0.700 -1.491 -1.637

=====

No. 6
15
Properties=species:S:1:pos:R:3:forces:R:3 method="wB97M-V/def2-TZVPD" de_lowest_ev=1.541 e_homo_ev=-9.48 homo_lumo_gap_ev=10.145 multiplicity=1 smiles="[H]/N=C(/N)NO/C(N)=N/[H]"
C 1.360 -0.862 -0.045 1.133 -1.248 4.939
C -1.208 0.786 -0.257 1.620 -0.259 1.710
H 2.297 -1.595 1.713 -0.413 0.356 -0.419
H 2.082 -2.663 0.478 0.052 -0.177 -0.291
H 1.055 -0.249 -1.599 -0.227 0.554 -1.652
H 0.507 0.227 1.438 -2.474 -1.079 3.748
H -1.459 2.730 -0.779 0.204 -0.728 -0.134
H -2.828 1.749 -0.829 0.808 0.040 -0.261
H -2.630 -0.205 0.359 -1.911 -0.250 0.045
N 1.713 -1.839 0.914 0.074 0.203 0.261
N 1.469 -1.090 -1.247 -0.445 0.273 -1.745
N 0.985 0.338 0.644 1.033 1.101 -5.969
N -1.803 1.777 -0.910 -2.850 1.998 -1.186
N -1.654 -0.198 0.374 1.392 -0.777 0.157
O 0.115 1.095 -0.256 2.003 -0.007 0.796

=====

No. 7
15
Properties=species:S:1:pos:R:3:forces:R:3 method="wB97M-V/def2-TZVPD" de_lowest_ev=0.772 e_homo_ev=-9.27 homo_lumo_gap_ev=9.978 multiplicity=1 smiles="[H]/N=C(/N)N(N)C(N)=O"
C 0.452 -1.222 0.149 1.075 -0.891 1.076
C -0.423 1.030 0.706 0.554 2.359 -3.675
H -0.335 -0.325 -1.821 -2.368 -2.898 -1.794
H 1.166 0.176 -1.792 -1.564 1.068 -0.632
H 0.076 -0.647 2.047 -0.372 1.360 1.166
H 0.633 -2.199 1.874 1.009 -3.131 1.275
H 1.092 -1.512 -1.602 -1.075 -2.851 2.366
H -1.188 1.903 -0.999 -0.272 -0.146 -1.465
H -1.723 2.662 0.481 1.499 -1.226 -1.038
N 0.172 0.404 -1.503 4.446 2.329 0.478
N 0.334 0.151 -0.137 -1.681 0.562 0.280
N 0.333 -1.395 1.486 -0.625 0.013 -2.560
N 0.760 -2.151 -0.719 0.749 3.497 -1.490
N -1.009 2.089 -0.059 -0.716 -0.177 3.991
O -0.340 1.034 1.887 -0.660 0.132 2.024

=====

No. 8
15
Properties=species:S:1:pos:R:3:forces:R:3 method="wB97M-V/def2-TZVPD" de_lowest_ev=6.726 e_homo_ev=-8.10 homo_lumo_gap_ev=8.299 multiplicity=1
C 0.264 0.144 -0.425 3.099 -3.673 3.017
C -2.113 -0.807 0.214 -3.110 3.032 -3.589
H 0.549 2.451 1.341 0.360 0.284 -5.013
H 1.596 2.794 -0.267 -3.597 -1.741 1.197
H -1.285 1.607 -0.709 4.274 -1.316 1.260
H -0.280 -1.722 -0.236 1.368 -2.327 0.785
H -2.920 -1.720 0.472 3.341 1.428 -0.296
H 2.235 -1.918 0.958 -0.731 1.310 -1.276
H 1.951 -2.421 -0.733 -0.873 4.057 2.874
N 0.523 2.587 0.106 1.300 -1.429 2.768
N -0.178 1.343 -0.413 -3.816 6.589 -1.022
N -0.756 -0.942 -0.552 -2.797 3.393 1.607
N 1.602 -0.078 -0.011 -3.909 -2.658 -1.982
N 1.617 -1.583 0.169 1.653 -3.219 -1.352
O -2.806 0.265 0.087 3.437 -3.731 1.024

=====

No. 9
15
Properties=species:S:1:pos:R:3:forces:R:3 method="wB97M-V/def2-TZVPD" de_lowest_ev=5.077 e_homo_ev=-7.99 homo_lumo_gap_ev=8.428 multiplicity=1
C 0.174 -0.245 -0.141 1.750 -3.335 0.027
C -1.423 1.668 0.381 3.557 -1.073 -1.262
H 0.663 -2.685 1.114 2.430 1.743 0.515
H 2.062 -1.736 0.411 -3.259 -0.006 3.236
H -0.129 -0.116 1.815 1.204 -0.926 0.381
H -0.644 1.083 -1.407 1.525 -0.914 2.703
H -2.016 2.437 -0.219 0.490 -1.123 0.585
H 0.480 -1.089 -3.161 0.885 3.424 2.054
H 1.316 0.848 -2.588 -2.624 -4.463 0.141
N 1.297 -1.811 1.355 -1.020 -1.108 -3.073
N 0.229 -0.811 1.143 0.631 1.104 -2.363
N -0.377 0.953 -0.303 -4.387 3.987 -6.004
N 0.729 -0.877 -1.185 -0.578 0.737 1.990
N 0.473 -0.235 -2.404 1.545 1.168 -2.243
O -1.336 1.523 1.545 -2.150 0.787 3.312

=====

No. 10
11
Properties=species:S:1:pos:R:3:forces:R:3 method="wB97M-V/def2-TZVPD" de_lowest_ev=3.396 e_homo_ev=-7.11 homo_lumo_gap_ev=6.241 multiplicity=1
C -2.086 0.790 -0.046 0.608 2.266 -0.072
N -1.097 0.480 -0.759 -0.509 -0.263 0.623
H -2.160 0.464 0.985 -0.434 -0.971 -0.331
H -2.631 1.677 -0.354 -0.520 -0.137 0.189
H -0.784 1.058 -1.528 -0.440 -0.299 -0.396
H -0.450 -0.341 -0.406 2.841 -1.375 0.120
C 1.868 -0.834 0.379 -0.554 0.606 1.848
O 0.695 -1.236 -0.204 -1.296 0.579 -0.764
H 1.830 0.210 0.793 0.076 0.068 -0.540
H 2.022 -1.369 1.345 0.372 -0.285 -0.385
H 2.795 -0.899 -0.206 -0.144 -0.189 -0.292

=====

No. 11
11
Properties=species:S:1:pos:R:3:forces:R:3 method="wB97M-V/def2-TZVPD" de_lowest_ev=1.553 e_homo_ev=-9.32 homo_lumo_gap_ev=10.291 multiplicity=1 smiles="C=NC.O"
C -0.224 0.953 0.854 -0.643 1.526 -1.004
C -1.015 0.213 -1.363 1.125 -0.475 -1.104
N -0.305 0.129 -0.342 0.743 -0.448 1.223
H -0.086 2.039 0.608 0.107 -0.800 0.043
H 0.598 0.645 1.495 0.018 -0.084 -0.096
H -1.142 0.941 1.422 -0.366 -0.305 0.274
H -0.729 -0.493 -2.165 -0.516 0.000 0.344
H -1.717 0.951 -1.701 -0.670 0.809 0.473
H 1.466 -2.533 0.159 -0.153 -0.195 -0.082
H 1.238 -1.134 0.685 -0.487 0.282 -0.213
O 1.916 -1.711 0.346 0.841 -0.309 0.142

=====

No. 12
12
Properties=species:S:1:pos:R:3:forces:R:3 method="wB97M-V/def2-TZVPD" de_lowest_ev=2.322 e_homo_ev=-9.66 homo_lumo_gap_ev=10.354 multiplicity=1 smiles="C=O.NCO"
O -1.730 -0.271 -0.631 -0.066 -0.079 -0.235
C -2.367 -1.275 -0.770 -0.696 -0.120 0.253
H -2.692 -1.887 0.092 0.192 -0.027 0.084
H -2.758 -1.636 -1.738 0.274 0.146 -0.193
N 0.871 -0.494 0.515 -0.048 -0.356 -0.672
C 1.533 0.760 0.530 0.002 -0.134 0.690
O 0.798 1.845 -0.051 0.558 0.006 0.110
H 0.706 -0.794 -0.439 0.103 0.024 0.010
H -0.049 -0.454 0.932 0.055 0.281 0.190
H 1.721 0.980 1.585 0.139 0.218 0.042
H 2.490 0.693 0.011 0.079 -0.276 -0.011
H 1.479 2.533 -0.037 -0.590 0.318 -0.270

=====

Please write out number 12 again, unchanged.
12
Properties=species:S:1:pos:R:3:forces:R:3 method="wB97M-V/def2-TZVPD" de_lowest_ev=2.322 e_homo_ev=-9.66 homo_lumo_gap_ev=10.354 multiplicity=1 smiles="C=O.NCO"
O -1.730 -0.271 -0.631 -0.066 -0.079 -0.235
C -2.367 -1.275 -0.770 -0.696 -0.120 0.253
H -2.692 -1.887 0.092 0.192 -0.027 0.084
H -2.758 -1.636 -1.738 0.274 0.146 -0.193
N 0.871 -0.494 0.515 -0.048 -0.356 -0.672
C 1.533 0.760 0.530 0.002 -0.134 0.690
O 0.798 1.845 -0.051 0.558 0.006 0.110
H 0.706 -0.794 -0.439 0.103 0.024 0.010
H -0.049 -0.454 0.932 0.055 0.281 0.190
H 1.721 0.980 1.585 0.139 0.218 0.042
H 2.490 0.693 0.011 0.079 -0.276 -0.011
H 1.479 2.533 -0.037 -0.590 0.318 -0.270